Record 1
The following is a quantum chemistry calculation of a molecular structure, C10H18BiCl2N2 in a non-equilibrium geometry, from the OMol25 dataset.

ΔE to the lowest compared entry with this formula, charge and spin   0.0 kcal per mole
Net charge   -1

CARTESIAN COORDINATES (ANGSTROEM)
Bi 2.2425 -0.2249 -0.7659
Cl 0.8098 -2.2416 -0.3700
Cl 1.9504 1.3053 1.2125
C 3.7719 -1.2857 0.1939
H 4.5511 -0.7244 0.7238
H 3.7765 -2.3815 0.1724
C -0.7817 1.3959 -1.2832
C 0.2050 1.3443 -2.1242
H -0.7111 1.9941 -0.3695
C 0.1823 0.5432 -3.4123
H 1.0834 1.9969 -1.9967
C -1.1840 -0.1230 -3.6635
H 0.4317 1.1961 -4.2624
H 0.9618 -0.2406 -3.4130
C -1.8565 -0.5721 -2.3707
H -1.8336 0.6152 -4.1527
H -1.0757 -0.9707 -4.3509
C -2.0551 0.6372 -1.4422
H -2.8235 -1.0398 -2.5853
H -1.2328 -1.3098 -1.8471
H -2.8460 1.2743 -1.8743
H -2.4007 0.2990 -0.4535
C -0.7664 0.6967 4.4975
N -0.1603 -0.0654 3.4174
C 0.9818 -0.9205 3.7168
C -0.8148 -0.1961 2.2866
N -1.4559 -0.2834 1.3090
H -0.0210 0.8527 5.2811
H -1.6355 0.1704 4.9213
H -1.1100 1.6655 4.1165
H 0.6576 -1.9411 3.9669
H 1.6587 -0.9670 2.8566
H 1.4997 -0.4992 4.5823

The net atomic charges from Mulliken, expressed in e, are: Bi 0.769; Cl -0.571; Cl -0.590; C -0.993; H 0.206; H 0.197; C -0.200; C -0.793; H 0.362; C -0.238; H 0.598; C -0.839; H 0.246; H 0.155; C -0.461; H 0.325; H 0.365; C -0.562; H 0.348; H 0.086; H 0.306; H 0.360; C -0.933; N 0.115; C -0.723; C 0.263; N -0.492; H 0.282; H 0.326; H 0.309; H 0.289; H 0.188; H 0.298

---

Record 2
The following is a quantum chemistry calculation of a molecular structure, C10H18Br12NO5S2 in a non-equilibrium geometry, from the OMol25 dataset.

Net charge   -1

CARTESIAN COORDINATES (ANGSTROEM)
C -0.4302 -0.9696 2.1335
C -0.9079 -1.2210 0.6741
C -0.7771 -0.0068 -0.2654
C -2.1734 0.5399 -0.6290
S 0.0896 -0.3705 -1.8456
O -0.6187 0.3883 -2.8599
O 0.0840 -1.8094 -2.0338
N 1.5890 0.2353 -1.7959
S 2.4736 0.0625 -0.4983
O 2.1280 -1.0668 0.3521
O 3.8730 0.1149 -0.8870
C 2.2578 1.5651 0.5084
O 1.8059 2.6341 -0.2854
C 1.4730 3.7608 0.4964
H 0.3609 -1.6829 2.3953
H 0.0179 0.0250 2.2368
H -1.2369 -1.0592 2.8696
H -0.3477 -2.0602 0.2563
H -1.9604 -1.5371 0.6902
H -0.2287 0.8151 0.2032
H -2.7093 0.7269 0.3103
H -2.1178 1.4712 -1.1972
H -2.7359 -0.1996 -1.2105
H 1.5540 1.3564 1.3276
H 3.2595 1.7537 0.9229
H 1.1151 4.5364 -0.1881
H 2.3502 4.1458 1.0437
H 0.6815 3.5140 1.2245
C 1.2757 -5.4716 1.0234
Br 1.5337 -4.1544 -0.3366
Br -0.3588 -5.2011 2.0114
Br 1.3450 -7.2778 0.3290
H 2.0907 -5.3841 1.7282
C 2.9987 -3.2731 -4.7730
Br 3.4468 -2.0563 -3.3756
Br 2.0133 -2.4137 -6.1892
Br 4.5482 -4.2000 -5.4781
H 2.3497 -4.0318 -4.3574
C -1.8256 4.9052 -1.0528
Br -3.6232 5.2691 -1.6411
Br -1.7975 4.2557 0.7583
Br -0.9140 3.6907 -2.2240
H -1.2906 5.8444 -1.0638
C -4.0941 0.7885 4.2376
Br -3.0277 1.7542 2.9763
Br -5.9826 1.0488 3.9459
Br -3.6205 -1.0733 4.2007
H -3.8628 1.1675 5.2231

The net atomic charges from Mulliken, expressed in e, are: C -0.292; C 0.075; C 1.211; C -1.381; S 1.493; O -0.809; O -0.691; N -0.493; S 1.041; O -0.530; O -0.723; C -0.804; O -0.169; C -0.533; H 0.234; H 0.028; H -0.240; H -0.252; H 0.522; H -0.678; H 0.311; H 0.031; H 0.439; H 0.268; H 0.493; H 0.155; H 0.332; H 0.117; C -0.397; Br 0.132; Br -0.072; Br -0.093; H 0.382; C -0.283; Br 0.105; Br -0.038; Br -0.100; H 0.315; C -0.393; Br -0.072; Br -0.021; Br 0.009; H 0.426; C -0.418; Br 0.055; Br -0.037; Br -0.041; H 0.384

---

Record 3
The following is a quantum chemistry calculation of a molecular structure, C10H18BrFNO6P2PdTe in a non-equilibrium geometry, from the OMol25 dataset.

ΔE to the lowest compared entry with this formula, charge and spin   26.1 kcal per mole
Spin multiplicity   3
Net charge   -1

CARTESIAN COORDINATES (ANGSTROEM)
Pd 0.0750 -1.2060 -0.2107
N -0.3208 -0.7453 -3.3346
C -0.3061 0.4137 -2.4213
C -0.4528 1.7118 -3.1963
P 1.4813 0.5674 -1.6930
O 2.1840 0.2364 -3.1659
O 1.6807 1.9846 -1.3377
O 2.0965 -0.4696 -0.7861
P -1.8717 0.1171 -1.3904
O -2.9445 0.4807 -2.5986
O -2.0682 -1.3422 -1.1383
O -2.1137 1.1291 -0.3174
H 0.3273 -0.5969 -4.1078
H -1.2779 -0.9187 -3.6501
H 0.0377 -1.6755 -2.7393
H 0.4659 1.9261 -3.7422
H -0.6138 2.5218 -2.4908
H -1.2936 1.6712 -3.8866
H 2.6757 -0.5701 -2.9967
H -3.4324 1.2534 -2.3217
Br -0.6690 -2.3724 6.3883
C -0.4191 -2.3154 4.4799
C -1.5142 -2.4803 3.6571
C -1.3332 -2.3871 2.2850
C -0.0730 -2.1562 1.7332
C 1.0113 -2.0107 2.6033
C 0.8467 -2.0905 3.9790
H -2.4934 -2.6623 4.0746
H -2.1984 -2.4922 1.6423
H 2.0094 -1.8409 2.2053
H 1.6900 -1.9634 4.6448
C -0.1684 3.1910 0.6443
Te -0.0145 1.1128 1.2649
C 2.0016 1.4847 2.0033
H 0.0683 3.8416 1.4839
H -1.1881 3.3484 0.3098
H 0.5356 3.3567 -0.1651
H 2.3949 2.3512 1.4816
H 2.6083 0.6241 1.7456
H 2.0358 1.6489 3.0776
F 0.5414 -2.6752 -2.0132

The net atomic charges from Mulliken, expressed in e, are: Pd -0.096; N 0.117; C 0.526; C -1.879; P 1.034; O -0.645; O -0.805; O -0.815; P 1.144; O -0.646; O -0.806; O -0.800; H 0.405; H 0.387; H 0.366; H 0.443; H 0.324; H 0.452; H 0.319; H 0.316; Br -0.255; C 0.244; C -0.564; C 0.231; C -0.810; C 0.116; C -0.610; H 0.388; H 0.440; H 0.422; H 0.390; C -1.066; Te 0.545; C -1.138; H 0.406; H 0.285; H 0.317; H 0.402; H 0.284; H 0.376; F -0.744

---

Record 4
The following is a quantum chemistry calculation of 6 unconnected molecules or ions with the total composition C10H18F2N4O14 in a non-equilibrium geometry, from the OMol25 dataset.

ΔE to the lowest compared entry with this formula, charge and spin   39.6 kcal per mole
SMILES string   O=C1OC[C@@H](F)O1.O=C1OC[C@@H](F)O1.C[N+](=O)[O-].C[N+](=O)[O-].C[N+](=O)[O-].C[N+](=O)[O-]

CARTESIAN COORDINATES (ANGSTROEM)
O 2.3237 -8.3677 8.2287
C 1.9159 -8.1442 7.1114
O 0.8701 -8.7737 6.5664
C 0.7536 -8.4442 5.1966
C 1.3778 -7.0548 5.1555
F 0.3935 -6.2454 5.4624
O 2.2985 -7.2011 6.2443
H 1.3824 -9.1090 4.6044
H -0.2598 -8.6925 4.8812
H 1.8403 -6.7852 4.2060
O -4.7515 7.2275 -3.7678
C -3.8211 7.9762 -3.4289
O -3.8975 9.2708 -3.3128
C -2.5684 9.8568 -3.2512
C -1.8673 8.6995 -2.6593
F -2.0493 8.6885 -1.3549
O -2.5809 7.5633 -3.1892
H -2.2393 9.9114 -4.2889
H -2.4400 10.7686 -2.6678
H -0.8026 8.6839 -2.8919
C -5.7312 0.4155 -6.1042
N -4.3011 0.5870 -6.4965
O -4.0865 1.6349 -7.1022
O -3.4703 -0.2044 -6.0792
H -6.3172 1.0500 -6.7692
H -5.8807 0.6920 -5.0605
H -5.9926 -0.6405 -6.1721
C 3.4251 -3.3487 -5.5066
N 4.2053 -4.2896 -4.6883
O 5.3759 -4.0546 -4.4174
O 3.6231 -5.2462 -4.2499
H 2.4890 -3.0360 -5.0440
H 3.0526 -3.8172 -6.4175
H 4.0745 -2.5546 -5.8752
C 3.9483 0.2399 7.0687
N 4.8436 1.3582 7.5853
O 4.6690 1.7916 8.7552
O 5.7364 1.7495 6.8699
H 3.3696 0.7059 6.2711
H 3.2708 0.0601 7.9035
H 4.5726 -0.6230 6.8366
C -1.0375 1.5012 -0.2714
N -0.9302 0.5669 0.9223
O -0.2374 -0.4507 0.7342
O -1.3344 0.9719 1.9940
H -1.0805 2.4750 0.2163
H -1.9406 1.1740 -0.7866
H -0.1935 1.4632 -0.9602

The net atomic charges from Mulliken, expressed in e, are: O -0.531; C 0.694; O -0.333; C -0.467; C 0.312; F -0.265; O -0.322; H 0.283; H 0.292; H 0.337; O -0.583; C 0.681; O -0.317; C -0.408; C 0.233; F -0.264; O -0.299; H 0.316; H 0.315; H 0.326; C -0.634; N 0.816; O -0.499; O -0.512; H 0.292; H 0.269; H 0.267; C -0.689; N 0.837; O -0.512; O -0.512; H 0.277; H 0.283; H 0.314; C -0.637; N 0.788; O -0.504; O -0.484; H 0.274; H 0.297; H 0.266; C -0.692; N 0.830; O -0.504; O -0.498; H 0.305; H 0.272; H 0.286

---

Record 5
The following is a quantum chemistry calculation of a molecular structure, C10H18F3MgNO5S2, from the OMol25 dataset.

ΔE to the lowest compared entry with this formula, charge and spin   17.9 kcal per mole

CARTESIAN COORDINATES (ANGSTROEM)
Mg 0.1873 0.6383 0.1970
C -0.5694 1.1899 3.4441
C 0.5334 0.2037 3.0575
C 0.5034 -0.9766 4.0301
C 1.9032 0.8784 3.1312
O 0.3115 -0.2706 1.7503
H -0.4289 1.5823 4.4537
H -1.5403 0.6930 3.3983
H -0.5899 2.0412 2.7584
H 0.5851 -0.6511 5.0689
H 1.3345 -1.6559 3.8254
H -0.4346 -1.5230 3.9145
H 2.1165 1.2573 4.1334
H 1.9609 1.7204 2.4373
H 2.6803 0.1624 2.8566
N -0.3937 -0.9884 -2.6695
C -0.1252 -0.6014 -1.6191
H -0.4313 -1.5810 -3.4737
O 1.3071 -2.6966 -1.0019
S 1.9614 -2.7702 0.3437
C 0.7437 -3.5150 1.4622
C 1.4414 -4.6474 2.1973
C 2.2811 -5.3632 1.1393
C 3.0158 -4.2631 0.3754
H -0.0263 -3.8885 0.7826
H 0.3346 -2.7189 2.0755
H 0.7170 -5.3119 2.6694
H 2.0844 -4.2526 2.9889
H 1.6272 -5.9162 0.4623
H 2.9795 -6.0759 1.5783
H 3.2264 -4.4895 -0.6689
H 3.9469 -3.9821 0.8689
F 2.0168 4.9460 0.1464
C 0.8330 4.3844 0.3704
F 0.8188 3.8964 1.6109
F -0.1179 5.3059 0.2639
S 0.5480 3.0488 -0.8622
O 1.5999 2.0547 -0.5870
O 0.5668 3.7001 -2.1251
O -0.7272 2.4292 -0.4424

The net atomic charges from Mulliken, expressed in e, are: Mg 0.693; C -1.624; C 2.315; C -1.877; C -1.538; O -0.438; H 0.436; H 0.369; H 0.240; H 0.444; H 0.296; H 0.411; H 0.451; H 0.210; H 0.325; N -0.122; C 0.091; H 0.291; O -0.779; S 0.543; C -0.143; C -0.636; C -0.651; C -0.714; H 0.418; H -0.208; H 0.370; H 0.288; H 0.286; H 0.353; H 0.398; H 0.351; F -0.220; C 0.662; F -0.182; F -0.221; S 1.273; O -0.777; O -0.595; O -0.789

---

Record 6
The following is a quantum chemistry calculation of a molecular structure, C10H18F6NO8S3V in a non-equilibrium geometry, from the OMol25 dataset.

CARTESIAN COORDINATES (ANGSTROEM)
C -2.2099 -3.4016 -1.8392
C -1.6853 -2.3416 -2.4583
S -2.4709 -0.8047 -2.7664
C -4.0064 -0.7574 -1.8752
C -5.0982 -1.6101 -2.5200
O -6.3546 -1.3218 -1.9463
C -1.3788 0.3523 -1.8581
C -0.1142 0.5766 -2.6783
C -1.0375 -0.1903 -0.4742
C -0.8646 0.9982 0.4926
H -3.2285 -3.7464 -1.9289
H -1.5368 -4.0193 -1.2566
H -0.6684 -2.3689 -2.8311
H -3.8801 -0.9878 -0.8170
H -4.3230 0.2865 -1.9448
H -4.8862 -2.6699 -2.4150
H -5.1503 -1.3271 -3.5744
H -6.2912 -0.5988 -1.3181
H -1.9353 1.2847 -1.7633
H -0.2960 1.3040 -3.4642
H 0.2684 -0.3402 -3.1239
H 0.6619 0.9617 -2.0196
H -0.1465 -0.8169 -0.4895
H -1.8366 -0.8359 -0.1076
H -1.5613 0.8677 1.3163
H 0.1453 1.0440 0.8732
H -1.0884 1.9484 0.0088
O -1.7697 3.5213 1.4990
H -1.7694 3.4185 2.4681
O 1.1095 2.7344 -4.4348
V -0.0039 3.7254 -5.1382
O -1.4508 4.2776 -5.6883
C 3.5232 1.3945 1.6002
F 2.6838 1.5302 0.5592
F 4.7660 1.4059 1.1278
F 3.3742 2.4613 2.3818
S 3.1747 -0.1671 2.5249
O 3.4028 -1.2165 1.5696
O 1.8202 -0.0329 2.9923
N 4.2986 0.0358 3.5990
S 4.5223 -1.0483 4.7449
O 5.0589 -2.2944 4.2869
O 3.4756 -1.1027 5.7212
C 5.9244 -0.1896 5.5796
F 5.5581 1.0140 6.0147
F 6.9540 -0.0358 4.7500
F 6.3208 -0.9171 6.6212

The net atomic charges from Mulliken, expressed in e, are: C -0.590; C -0.064; S 0.116; C -1.071; C -0.140; O -0.523; C 0.224; C -1.142; C -0.719; C -1.293; H 0.203; H 0.272; H 0.399; H 0.516; H 0.605; H 0.192; H 0.307; H 0.330; H 0.716; H 0.199; H 0.303; H 0.388; H 0.419; H 0.392; H 0.421; H 0.201; H 0.384; O -0.512; H 0.296; O -0.814; V 1.678; O -0.768; C 0.669; F -0.198; F -0.239; F -0.243; S 0.918; O -0.666; O -0.635; N -0.250; S 1.003; O -0.636; O -0.635; C 0.667; F -0.231; F -0.232; F -0.216

---

Record 7
The following is a quantum chemistry calculation of a molecular structure, C10H18N2PdS7 in a non-equilibrium geometry, from the OMol25 dataset.

Net charge   -2

CARTESIAN COORDINATES (ANGSTROEM)
Pd 0.4212 0.3975 -0.7519
C 1.1015 -2.7129 3.0387
C 0.7223 -1.2611 3.2819
S 0.6876 -0.2235 1.7185
C -1.0279 -0.3715 1.1500
C -1.5961 -1.7666 1.0507
S -1.1553 -2.7273 -0.4555
C 0.6541 -2.5748 -0.6196
C 1.3784 -3.5633 0.2842
S 2.3544 -2.9551 1.7169
H 0.2436 -3.3243 2.7596
H 1.5563 -3.1433 3.9373
H 1.4936 -0.7784 3.8792
H -0.2376 -1.1835 3.7971
H -0.9969 0.0979 0.1188
H -1.6636 0.2448 1.7983
H -2.6878 -1.7178 0.9923
H -1.3373 -2.3736 1.9226
H 0.9607 -1.4784 -0.5375
H 0.8187 -2.8450 -1.6679
H 2.1440 -4.0960 -0.2868
H 0.6701 -4.2921 0.6889
S -0.1430 0.1119 -3.2823
S 1.6159 0.9122 -3.9029
S 3.1912 -0.0362 -2.8711
S 3.0872 0.4796 -0.9097
C 0.8515 3.1910 -1.3636
C -0.6214 3.2639 -1.3049
N -1.4071 2.3273 -0.8413
C -2.6835 2.7535 -1.0221
C -2.6828 3.9902 -1.5922
N -1.3595 4.3197 -1.7524
H 1.1422 2.2210 -0.8722
H 1.3391 4.0380 -0.8733
H 1.1773 3.1216 -2.4068
H -3.5281 2.1490 -0.7476
H -3.4766 4.6521 -1.8819
H -1.0067 5.1525 -2.1926

The net atomic charges from Mulliken, expressed in e, are: Pd -0.980; C -0.604; C -0.851; S 0.148; C -0.709; C -0.565; S -0.214; C 0.753; C -0.723; S -0.104; H 0.218; H 0.429; H 0.298; H 0.370; H 0.389; H 0.575; H 0.386; H 0.206; H -0.639; H 0.427; H 0.317; H 0.353; S -0.538; S -0.248; S -0.211; S -0.524; C -0.691; C 0.285; N 0.188; C -0.608; C -0.541; N -0.072; H -0.018; H 0.348; H 0.167; H 0.396; H 0.393; H 0.195

---

no.,DFT total energy (eV)
1,-44526.7140
2,-884569.2071
3,-126553.4765
4,-50709.3462
5,-57659.1007
6,-103015.1283
7,-92968.2431